An isolated molecule of C4H5NO in a non-equilibrium geometry, computed with wB97M-V/def2-TZVPD.

The geometry in XYZ format:
```
11
Properties=species:S:1:pos:R:3:forces:R:3:lowdin_charge:R:1
C 0.728373 0.292108 -0.878275 0.079 0.188 -0.318 -0.0978
C -0.673788 0.586264 -0.302871 0.230 -0.203 0.077 -0.1426
C -0.867063 -0.277599 0.931681 -0.360 -0.051 0.312 -0.3786
O -1.825285 -0.367093 1.650958 0.337 0.198 -0.462 0.1302
C 0.348893 -1.105123 1.223967 0.564 -1.022 1.013 -0.1390
N 1.303113 -1.727865 1.426896 -1.045 0.347 0.215 0.1815
H 1.283669 -0.439522 -0.274772 -0.269 0.609 -0.641 0.0312
H 1.357996 1.177374 -0.874863 -0.075 0.137 -0.364 0.0796
H 0.663357 -0.157640 -1.865738 0.058 0.313 -0.195 0.0802
H -1.493321 0.377015 -1.008430 0.292 -0.157 0.243 0.1276
H -0.825944 1.642082 -0.028554 0.189 -0.360 0.121 0.1278
```
Positions in Å, forces in eV/Å.

The energy above the lowest of the compared OMol25 structures with the same formula, charge and spin comes out at 122.7 kJ/mol. For the LUMO energy, the calculation gives -0.014 Eh.

An isolated molecule of C4H5NO in a non-equilibrium geometry, computed with wB97M-V/def2-TZVPD.

The geometry in XYZ format:
```
11
Properties=species:S:1:pos:R:3:forces:R:3:lowdin_charge:R:1
N 0.123912 1.762244 0.689253 -0.059 -0.381 0.927 0.0564
C 0.039395 0.489100 0.064934 -1.052 0.932 -0.287 -0.3456
C 0.805367 -0.670749 0.399884 -0.726 -0.243 -0.979 -0.0191
C 0.320615 -1.628758 -0.439191 0.562 -0.928 0.207 -0.1510
O -0.638635 -1.185504 -1.266080 0.019 0.552 0.446 -0.0184
C -0.827939 0.148210 -0.946450 0.359 -0.248 0.537 -0.0706
H 0.475051 1.637723 1.667384 -0.730 0.495 -1.299 0.0993
H -0.773699 2.282904 0.652435 1.082 -0.622 0.261 0.0966
H 1.590200 -0.786207 1.123035 0.027 0.035 0.116 0.1034
H 0.557909 -2.692326 -0.519753 -0.031 0.553 -0.071 0.1266
H -1.672176 0.643362 -1.425451 0.550 -0.145 0.142 0.1224
```
Positions in Å, forces in eV/Å.

The energy above the lowest of the compared OMol25 structures with the same formula, charge and spin comes out at 88.0 kJ/mol. For the LUMO energy, the calculation gives 0.039 Eh.

An isolated molecule of C4H5NO, computed with wB97M-V/def2-TZVPD.

The geometry in XYZ format:
```
11
Properties=species:S:1:pos:R:3:forces:R:3:lowdin_charge:R:1
N 2.257539 -0.550625 -0.666485 -0.465 0.369 0.026 0.1629
C 1.358786 0.277348 -0.592747 0.337 -0.226 -0.110 -0.1854
C 0.285917 1.037684 -0.547184 0.212 -0.109 0.061 -0.0491
C -0.835221 0.519314 0.291997 -0.044 0.149 0.003 -0.3036
C -1.253151 -0.887517 0.267918 -0.236 -0.179 -0.179 -0.1205
O -0.396708 -0.403514 1.288746 -0.072 0.045 0.310 -0.0540
H 2.898691 -0.573485 0.125957 0.031 0.133 -0.111 0.0832
H 0.290050 2.044449 -0.947281 -0.024 -0.186 -0.001 0.1018
H -1.562858 1.265101 0.618067 0.212 -0.143 0.027 0.1385
H -0.806452 -1.551833 -0.472029 0.042 0.077 0.174 0.1171
H -2.236594 -1.176919 0.633037 0.006 0.070 -0.200 0.1092
```
Positions in Å, forces in eV/Å.

The energy above the lowest of the compared OMol25 structures with the same formula, charge and spin comes out at 259.0 kJ/mol. For the LUMO energy, the calculation gives 0.039 Eh.

A structure of composition C4H5NO in a non-equilibrium geometry, computed with wB97M-V/def2-TZVPD.

The geometry in XYZ format:
```
11
Properties=species:S:1:pos:R:3:forces:R:3:lowdin_charge:R:1
O 0.335924 0.291339 2.405775 0.104 -0.191 0.254 0.0577
C 0.146674 0.071339 1.231372 0.281 0.068 0.519 -0.5142
N 1.109412 0.280249 0.256232 -0.296 -0.429 0.444 0.0223
C 0.698318 0.328298 -1.074889 -1.414 -0.563 0.102 -0.0473
C -1.164681 -0.133787 -0.695970 0.301 0.897 0.341 0.0359
C -1.071442 -0.435681 0.592235 0.114 0.519 -0.021 -0.0819
H 1.910894 0.814245 0.568709 -0.177 -0.032 -0.239 0.1496
H 0.304318 -0.525216 -1.594599 2.284 -1.440 -0.459 0.0432
H 1.498207 0.912948 -1.615428 -2.146 0.224 -0.244 0.1244
H -1.960624 -0.648044 -1.275153 0.826 0.917 -0.442 0.0914
H -1.807001 -0.955691 1.201714 0.121 0.030 -0.253 0.1191
```
Positions in Å, forces in eV/Å.

The energy above the lowest of the compared OMol25 structures with the same formula, charge and spin comes out at 328.3 kJ/mol. For the LUMO energy, the calculation gives 0.027 Eh.

An isolated molecule of C4H5NO, computed with wB97M-V/def2-TZVPD.

The geometry in XYZ format:
```
11
Properties=species:S:1:pos:R:3:forces:R:3:lowdin_charge:R:1
H -1.418706 2.680153 -0.426469 0.051 -0.068 -0.021 0.0439
N -0.859597 1.831490 -0.338000 -0.388 -0.157 0.113 0.0898
C -1.595079 0.858114 0.021775 0.148 0.156 -0.061 -0.2595
C -1.042277 -0.499856 0.244342 0.185 -0.072 -0.010 -0.0971
C 0.229588 -0.764753 0.066545 0.071 0.001 -0.001 -0.0043
C 1.500746 -0.916368 -0.194259 -0.380 -0.031 -0.154 -0.1940
O 2.483256 -0.733005 0.738280 0.165 -0.034 -0.025 0.0055
H -2.675184 0.951796 0.199364 0.150 0.037 -0.031 0.1013
H -1.736146 -1.271053 0.579588 0.135 0.111 -0.047 0.0950
H 1.814356 -1.220861 -1.191930 -0.057 0.057 0.124 0.1227
H 3.335469 -0.798169 0.294384 -0.080 0.000 0.112 0.0967
```
Positions in Å, forces in eV/Å.

The energy above the lowest of the compared OMol25 structures with the same formula, charge and spin comes out at 247.0 kJ/mol. For the LUMO energy, the calculation gives 0.014 Eh.

An isolated molecule of C4H5NO, computed with wB97M-V/def2-TZVPD.

The geometry in XYZ format:
```
11
Properties=species:S:1:pos:R:3:forces:R:3:lowdin_charge:R:1
C -1.682780 -0.172675 0.206264 -0.149 -0.008 0.002 -0.0500
C -0.316205 0.461656 0.267595 0.083 0.520 0.097 -0.3812
C -0.035226 1.725559 0.428674 -0.188 -0.671 -0.097 0.2555
C 0.875873 -0.483787 0.288772 0.163 -0.236 0.048 -0.5415
O 0.778497 -1.592786 0.770428 0.019 0.419 -0.186 0.0764
N 2.012085 0.011239 -0.264082 0.035 -0.061 0.014 0.1701
H -1.792987 -0.727856 -0.730067 0.031 0.093 0.130 0.0904
H -2.478235 0.571889 0.275703 0.141 -0.089 0.003 0.0785
H -1.769275 -0.880623 1.034861 0.029 0.100 -0.115 0.0891
H 2.831571 -0.577040 -0.276628 -0.107 0.075 0.022 0.1168
H 2.017716 0.887397 -0.762191 -0.056 -0.141 0.081 0.0958
```
Positions in Å, forces in eV/Å.

The energy above the lowest of the compared OMol25 structures with the same formula, charge and spin comes out at 296.1 kJ/mol. For the LUMO energy, the calculation gives -0.026 Eh.

An isolated molecule of C4H5NO, computed with wB97M-V/def2-TZVPD.

The geometry in XYZ format:
```
11
Properties=species:S:1:pos:R:3:forces:R:3:lowdin_charge:R:1
C -1.048844 -1.259139 -1.845569 0.244 0.138 0.427 0.1104
C -0.463839 -1.006459 -0.824414 -0.239 -0.117 -0.446 -0.1126
C 0.249402 -0.682080 0.421396 0.121 -0.088 0.004 -0.2060
N -0.385587 0.374768 1.187790 -0.092 0.109 -0.059 0.0108
C -0.049286 1.679273 0.977862 0.131 0.040 -0.065 -0.3608
O 0.876136 2.048831 0.286472 -0.301 -0.107 0.234 0.0233
H -1.557040 -1.460256 -2.762834 0.079 0.006 0.169 0.0257
H 1.258890 -0.334663 0.183806 -0.137 -0.076 -0.001 0.1229
H 0.339606 -1.574714 1.048816 -0.028 0.109 -0.128 0.1223
H -1.266522 0.178331 1.638712 0.117 0.054 -0.056 0.1331
H -0.702785 2.376801 1.534938 0.104 -0.067 -0.079 0.1309
```
Positions in Å, forces in eV/Å.

The energy above the lowest of the compared OMol25 structures with the same formula, charge and spin comes out at 166.9 kJ/mol. For the LUMO energy, the calculation gives 0.031 Eh.

An isolated molecule of C4H5NO, computed with wB97M-V/def2-TZVPD.

The geometry in XYZ format:
```
11
Properties=species:S:1:pos:R:3:forces:R:3:lowdin_charge:R:1
C 2.536610 -0.169805 0.199157 -0.294 0.031 -0.210 0.1304
C 1.481743 -0.074660 -0.371831 0.488 0.098 0.712 -0.0821
C 0.061865 0.125191 -0.392720 -0.055 0.276 0.179 -0.3802
C -0.807737 -1.049010 -0.048729 -0.130 -0.031 -0.008 -0.0278
N -0.280850 1.358471 -0.382812 0.235 -0.439 -0.063 0.0325
O -1.610772 1.513058 -0.047552 -0.352 0.241 -0.097 -0.0541
H 3.373112 -0.164833 0.851795 0.373 -0.157 -0.288 0.0311
H -1.481270 -1.308279 -0.869588 0.029 0.067 0.075 0.0869
H -0.182000 -1.912681 0.188050 -0.146 0.154 -0.084 0.0817
H -1.415719 -0.789029 0.822399 0.005 -0.066 -0.134 0.0832
H -1.674985 2.471574 0.051826 -0.153 -0.174 -0.082 0.0983
```
Positions in Å, forces in eV/Å.

The energy above the lowest of the compared OMol25 structures with the same formula, charge and spin comes out at 371.6 kJ/mol. For the LUMO energy, the calculation gives 0.031 Eh.

An isolated molecule of C4H5NO in a non-equilibrium geometry, computed with wB97M-V/def2-TZVPD.

The geometry in XYZ format:
```
11
Properties=species:S:1:pos:R:3:forces:R:3:lowdin_charge:R:1
C 0.918377 0.450473 1.152641 -0.862 -0.045 -0.726 0.0517
C -0.249508 0.106458 -0.285453 0.593 0.064 0.841 -0.2986
C 0.813970 -0.726713 -0.848054 0.941 -0.511 0.096 -0.2077
N 1.860899 -1.224148 -0.821423 -1.057 -0.069 -0.976 0.1665
C -1.689876 -0.114118 -0.663417 0.188 -0.024 0.460 -0.0738
O -0.919063 0.959752 -1.181776 0.451 0.317 0.584 -0.0153
H 1.685239 0.850473 0.499254 0.252 -0.383 0.188 0.0393
H 1.066752 0.984911 2.128808 -1.857 0.295 -0.890 0.0679
H 1.013493 -0.601236 1.393805 0.484 0.082 -0.106 0.0359
H -2.027052 -0.851982 -1.413033 0.614 0.197 0.486 0.1240
H -2.473232 0.166131 0.038648 0.254 0.077 0.044 0.1102
```
Positions in Å, forces in eV/Å.

The energy above the lowest of the compared OMol25 structures with the same formula, charge and spin comes out at 416.3 kJ/mol. For the LUMO energy, the calculation gives 0.028 Eh.

An isolated molecule of C4H5NO in a non-equilibrium geometry, computed with wB97M-V/def2-TZVPD.

The geometry in XYZ format:
```
11
Properties=species:S:1:pos:R:3:forces:R:3:lowdin_charge:R:1
C -1.358392 0.372123 -0.014560 -0.099 -0.047 0.012 -0.0154
C -0.408566 -0.765243 0.256762 -0.134 -0.154 0.123 -0.4371
O -0.762077 -1.859258 0.624013 0.170 0.396 -0.196 0.0894
C 1.105343 -0.495963 0.117777 0.035 -0.050 0.013 -0.0960
C 1.444140 0.798093 -0.479156 0.171 0.907 -0.444 -0.2334
N 1.659682 1.826972 -0.963212 -0.184 -1.099 0.530 0.1520
H -2.385588 0.009966 0.015093 0.123 -0.016 0.005 0.0873
H -1.149624 0.852918 -0.975192 0.012 -0.080 0.142 0.0859
H -1.227846 1.135269 0.762016 0.046 -0.050 -0.117 0.1008
H 1.547705 -1.309589 -0.467132 -0.098 0.141 0.066 0.1323
H 1.535226 -0.565285 1.123594 -0.042 0.054 -0.135 0.1342
```
Positions in Å, forces in eV/Å.

The energy above the lowest of the compared OMol25 structures with the same formula, charge and spin comes out at 37.1 kJ/mol. For the LUMO energy, the calculation gives 0.024 Eh.

Number 1: highest occupied orbital energy -11.12 eV, electronic energy -7765.25462 eV. Number 2: highest occupied orbital energy -8.05 eV, electronic energy -7765.61438 eV. Number 3: highest occupied orbital energy -8.80 eV, electronic energy -7763.84234 eV. Number 4: highest occupied orbital energy -8.75 eV, electronic energy -7763.12412 eV. Number 5: highest occupied orbital energy -8.99 eV, electronic energy -7763.96655 eV. Number 6: highest occupied orbital energy -10.40 eV, electronic energy -7763.45800 eV. Number 7: highest occupied orbital energy -10.13 eV, electronic energy -7764.79643 eV. Number 8: highest occupied orbital energy -9.21 eV, electronic energy -7762.67475 eV. Number 9: highest occupied orbital energy -10.92 eV, electronic energy -7762.21132 eV. Number 10: highest occupied orbital energy -10.41 eV, electronic energy -7766.14161 eV.